This record from the OMol25 dataset describes the molecule C5H6N2S at a distorted geometry. The level of theory is the ωB97M-V functional and the def2-TZVPD basis.

Output
HOMO (eV): -7.61
Relative energy (zero: lowest compared OMol25 entry of this formula, charge and spin) (eV): 2.870
SMILES: C=CN/C=C\N=C=S
M (g/mol): 126.18
2S+1: 1

```
14
Properties=species:S:1:pos:R:3:forces:R:3:nbo_charge:R:1
C -0.1378 -0.3610 1.6608 -4.0763 -1.4734 0.6339 -0.151
C -0.5128 -0.3294 0.3621 -4.2299 -0.9138 0.5230 0.032
C 1.8964 0.3925 2.7679 -0.3330 -0.1762 -0.8474 0.270
C -1.3099 0.0812 -2.3802 0.8901 0.3975 -1.1036 -0.495
C -0.0399 0.1863 -1.9573 -2.5749 0.1279 -0.1732 0.015
N 1.0759 -0.0082 1.9840 4.9427 1.4959 2.2633 -0.477
N 0.3241 -0.1252 -0.6779 0.6463 -0.4816 1.4319 -0.597
S 3.0717 0.9751 3.6778 -0.6878 -0.4012 -0.4155 -0.043
H -0.7735 -0.7105 2.5797 0.6921 0.8068 -2.3070 0.219
H -1.6269 -0.4961 0.1058 2.1010 0.2171 0.5859 0.214
H -1.7615 0.5367 -3.2417 0.9753 0.3893 -0.7390 0.208
H -2.0536 -0.5408 -2.0246 -1.1268 -1.1367 1.8315 0.189
H 0.6273 0.6954 -2.5779 1.3769 0.7247 -0.4913 0.204
H 1.2205 -0.2958 -0.2785 1.4042 0.4237 -1.1924 0.410
```
Positions in Å, forces in eV/Å.